Density functional theory data (wB97M-V/def2-TZVPD) for one molecule with the formula C17H16N2OS.

```
37
Properties=species:S:1:pos:R:3:forces:R:3
N -6.55047 -3.46438 -0.30433 -0.237 -0.282 -0.015
C -5.81577 -2.58639 -0.24936 -0.345 -0.413 -0.027
C -4.90774 -1.50375 -0.18516 0.637 0.685 0.055
C -3.53494 -1.74599 -0.24609 -0.192 -0.053 -0.017
C -2.64753 -0.68938 -0.19107 -0.016 0.195 -0.015
C -3.11661 0.61658 -0.07213 -0.324 -0.213 0.116
C -2.21105 1.80495 0.02104 0.123 -0.126 -0.154
O -2.51757 2.79946 0.64939 -0.104 0.167 0.112
N -1.05080 1.69903 -0.66345 0.197 -0.165 -0.193
C -0.05728 2.74736 -0.64629 0.112 0.283 0.318
C 0.88557 2.63891 0.55838 -0.082 -0.108 -0.232
C 1.49938 1.25462 0.70786 0.300 -0.188 -0.256
S 2.33905 0.74851 -0.84439 -0.163 0.203 0.173
C 3.45004 -0.52112 -0.30938 -0.230 0.163 -0.028
C 4.53251 -0.79215 -1.14067 -0.101 0.041 0.029
C 5.43437 -1.78049 -0.80029 0.034 -0.050 -0.025
C 5.26816 -2.50236 0.37135 0.046 -0.073 0.037
C 4.18658 -2.23575 1.19186 0.042 -0.074 0.066
C 3.27068 -1.25365 0.85512 0.003 0.021 0.003
C -4.48802 0.84770 0.01142 0.182 0.081 0.001
C -5.38420 -0.19863 -0.05179 0.067 -0.151 -0.027
H -3.17577 -2.76094 -0.33338 0.008 -0.042 0.003
H -1.58721 -0.89709 -0.21731 0.091 -0.004 -0.001
H -0.83154 0.85851 -1.17134 -0.138 0.015 -0.004
H 0.51499 2.69382 -1.57415 -0.103 0.052 0.007
H -0.58396 3.70377 -0.59525 0.106 -0.089 -0.135
H 1.67443 3.38327 0.44432 0.015 0.041 0.056
H 0.32532 2.86301 1.46855 0.022 0.038 -0.007
H 0.72899 0.51685 0.93772 0.047 0.049 0.120
H 2.25222 1.25737 1.49534 -0.068 -0.045 0.048
H 4.65519 -0.21966 -2.04760 0.074 0.065 -0.095
H 6.27343 -1.98372 -1.44873 0.074 -0.018 -0.053
H 5.97678 -3.27044 0.64140 0.061 -0.062 0.021
H 4.04489 -2.79863 2.10277 0.005 -0.056 0.070
H 2.42590 -1.07363 1.50179 -0.069 0.037 0.030
H -4.83042 1.86463 0.12892 -0.023 0.069 0.025
H -6.44762 -0.02020 0.00493 -0.052 0.006 -0.004
```
Positions in Å, forces in eV/Å.

Results
Kohn-Sham gap   8.33 eV
LUMO   -0.16 eV
Net charge   0